(1)
ORCA calculation (ωB97M-V/def2-TZVPD) on a molecular structure, C61H72N2OP3Pd at a distorted geometry.

Summary:
LUMO (alpha / beta)   -10.6 / -10.6 eV
Gap between HOMO and LUMO (alpha / beta)   0.18159 / 0.18157 Eh

```
! wB97M-V def2-TZVPD RIJCOSX def2/J DEFGRID3
* xyz 3 1
Pd -0.734 -0.889 -0.420
C 4.330 -2.502 4.045
C 3.627 -1.236 3.503
C 4.252 -0.001 4.181
C 3.827 -1.169 2.002
C 5.115 -1.140 1.475
C 5.345 -1.150 0.112
C 4.277 -1.153 -0.767
C 2.974 -1.152 -0.279
P 1.563 -1.107 -1.441
C 2.322 -0.083 -2.769
C 2.311 -0.479 -4.105
C 3.023 0.240 -5.056
C 3.733 1.373 -4.691
C 3.705 1.806 -3.371
C 3.020 1.078 -2.414
C 1.579 -2.742 -2.246
C 0.568 -3.019 -3.168
C 0.581 -4.202 -3.886
C 1.600 -5.125 -3.685
C 2.590 -4.865 -2.750
C 2.581 -3.682 -2.024
C 2.761 -1.176 1.104
O 1.443 -1.193 1.512
C 1.166 -1.316 2.854
C -0.187 -1.456 3.183
C -0.550 -1.749 4.493
C 0.417 -1.763 5.481
C 1.740 -1.527 5.154
C 2.151 -1.335 3.837
P -1.453 -1.285 1.895
C -2.411 -2.808 2.100
C -3.781 -2.829 1.822
C -4.499 -4.003 1.977
C -3.857 -5.166 2.381
C -2.491 -5.153 2.644
C -1.768 -3.984 2.500
C -2.633 0.010 2.418
C -3.401 0.599 1.412
C -4.455 1.441 1.729
C -4.758 1.698 3.058
C -3.969 1.154 4.061
C -2.898 0.331 3.748
H 5.380 -2.510 3.764
H 3.858 -3.402 3.648
H 4.272 -2.530 5.132
H 5.334 -0.003 4.057
H 4.039 -0.007 5.249
H 3.860 0.925 3.761
H 5.960 -1.110 2.149
H 6.357 -1.164 -0.268
H 4.460 -1.151 -1.832
H 1.794 -1.377 -4.407
H 3.045 -0.107 -6.081
H 4.314 1.912 -5.427
H 4.237 2.703 -3.083
H 3.052 1.402 -1.381
H -0.247 -2.314 -3.301
H -0.208 -4.408 -4.598
H 1.613 -6.047 -4.251
H 3.380 -5.586 -2.585
H 3.351 -3.502 -1.286
H -1.578 -1.978 4.733
H 0.142 -1.965 6.507
H 2.480 -1.503 5.942
H -4.292 -1.926 1.511
H -5.563 -4.011 1.783
H -4.420 -6.081 2.501
H -1.989 -6.056 2.966
H -0.708 -3.972 2.713
H -3.174 0.385 0.378
H -5.053 1.884 0.942
H -5.597 2.332 3.309
H -4.203 1.355 5.098
H -2.283 -0.050 4.547
C -3.297 5.760 -0.430
C -3.399 4.893 0.821
C -2.309 3.800 0.873
C -1.856 3.425 -0.545
C -3.063 3.466 -1.487
C -3.485 4.924 -1.705
P -0.887 1.838 -0.748
C -0.380 1.837 -2.556
C -0.284 3.163 -3.346
C -1.102 3.144 -4.638
C -0.736 1.950 -5.512
C -0.915 0.614 -4.766
C -1.251 0.797 -3.286
C 0.692 2.116 0.207
C 0.462 1.795 1.690
C 1.768 1.996 2.449
C 2.185 3.483 2.445
C 1.497 4.274 1.327
C 1.414 3.472 0.028
H -2.325 6.264 -0.447
H -4.036 6.559 -0.403
H -4.388 4.426 0.835
H -3.333 5.523 1.707
H -2.695 2.934 1.409
H -1.466 4.187 1.444
H -1.136 4.181 -0.877
H -3.878 2.902 -1.024
H -2.840 3.003 -2.448
H -4.535 4.939 -2.002
H -2.921 5.365 -2.530
H 0.620 1.410 -2.495
H 0.764 3.304 -3.624
H -0.583 4.033 -2.761
H -0.915 4.067 -5.187
H -2.173 3.116 -4.416
H 0.303 2.060 -5.836
H -1.344 1.966 -6.416
H -0.006 0.020 -4.854
H -1.712 0.028 -5.227
H -1.110 -0.166 -2.773
H -2.309 1.062 -3.198
H 1.333 1.320 -0.189
H 0.123 0.760 1.775
H -0.318 2.424 2.125
H 2.543 1.389 1.968
H 1.664 1.637 3.474
H 3.268 3.557 2.338
H 1.933 3.941 3.402
H 2.055 5.192 1.140
H 0.502 4.578 1.653
H 2.436 3.284 -0.312
H 0.939 4.078 -0.746
C -2.784 -1.195 -1.348
H -2.574 -1.756 -2.253
H -3.282 -0.253 -1.544
H -3.267 -1.784 -0.574
N -0.315 -5.411 -0.140
C -1.492 -5.423 -0.840
C -1.812 -4.118 -1.049
N -0.849 -3.319 -0.482
C 0.035 -4.131 0.059
H 0.190 -6.228 0.165
H -1.999 -6.327 -1.126
H -2.669 -3.733 -1.570
H 0.930 -3.835 0.579
*
```

(2)
ORCA calculation (ωB97M-V/def2-TZVPD) on a single C3H4S molecule at a distorted geometry.

Summary:
LUMO   0.0 eV
SMILES string   S=C1CC1
ΔE to the lowest compared entry with this formula, charge and spin   1.093 eV
Gap between HOMO and LUMO   0.30040 Eh

```
! wB97M-V def2-TZVPD RIJCOSX def2/J DEFGRID3
* xyz 0 1
C -0.939 -0.011 -0.074
C 0.336 0.741 0.008
C 0.428 -0.745 0.044
S -2.495 -0.083 0.034
H 0.559 1.069 -0.989
H 0.745 1.271 0.914
H 0.552 -1.201 0.984
H 0.812 -1.041 -0.921
*
```

(3)
ORCA calculation (ωB97M-V/def2-TZVPD) on a single C4H6N2O molecule.

Summary:
LUMO   1.1 eV
SMILES string   COc1cc[nH]n1
ΔE to the lowest compared entry with this formula, charge and spin   1.825 eV
Gap between HOMO and LUMO   0.37020 Eh

```
! wB97M-V def2-TZVPD RIJCOSX def2/J DEFGRID3
* xyz 0 1
C -2.289 0.211 0.083
O -1.294 -0.805 -0.024
C -0.046 -0.337 -0.118
N 0.215 0.935 -0.101
N 1.585 1.037 -0.091
C 2.150 -0.249 -0.115
C 1.135 -1.151 -0.182
H -3.236 -0.325 0.103
H -2.167 0.807 0.996
H -2.247 0.889 -0.776
H 1.811 1.646 0.686
H 3.225 -0.433 -0.167
H 1.158 -2.226 -0.294
*
```

(4)
ORCA calculation (ωB97M-V/def2-TZVPD) on 2 unconnected molecules or ions with the total composition C3H10N2O3 at a distorted geometry.

Summary:
LUMO   0.7 eV
SMILES string   NCC(=O)NCO.O
ΔE to the lowest compared entry with this formula, charge and spin   1.980 eV
Gap between HOMO and LUMO   0.36486 Eh

```
! wB97M-V def2-TZVPD RIJCOSX def2/J DEFGRID3
* xyz 0 1
O 1.674 0.785 -0.761
C 0.653 0.284 -0.814
N 0.367 -0.803 0.088
C -0.775 -1.712 0.204
O -1.664 -1.386 1.301
C -0.611 0.655 -1.729
N -1.723 0.959 -0.898
H 0.992 -0.774 0.849
H -1.422 -1.891 -0.635
H -0.484 -2.745 0.475
H -1.196 -1.458 2.113
H -0.498 1.614 -2.327
H -0.869 -0.231 -2.354
H -1.397 1.568 -0.124
H -2.153 0.094 -0.402
H 1.682 1.936 1.607
H 2.525 0.953 0.986
O 2.079 1.161 1.899
*
```

(5)
ORCA calculation (ωB97M-V/def2-TZVPD) on 2 unconnected molecules or ions with the total composition C56H65N3O2 at a distorted geometry.

Summary:
LUMO   -1.7 eV
ΔE to the lowest compared entry with this formula, charge and spin   0.632 eV
Gap between HOMO and LUMO   0.17356 Eh

```
! wB97M-V def2-TZVPD RIJCOSX def2/J DEFGRID3
* xyz 0 1
O -0.751 4.708 4.040
C -1.292 5.570 3.317
O -1.177 6.797 3.141
C -2.330 4.946 2.305
C -3.344 5.948 1.745
C -2.771 6.353 0.439
C -1.694 5.507 0.125
C -0.927 5.727 -1.019
C -1.326 6.725 -1.916
C -2.410 7.562 -1.604
C -3.128 7.387 -0.416
N -1.475 4.620 1.177
C -0.515 3.669 1.265
C 0.189 3.160 0.172
C 1.422 2.523 0.283
C 2.449 2.814 -0.708
C 3.462 3.768 -0.444
C 4.301 4.206 -1.463
C 4.200 3.644 -2.745
C 3.264 2.630 -2.997
C 2.403 2.218 -1.982
H -2.781 4.071 2.782
H -4.306 5.444 1.608
H -3.513 6.789 2.414
H -0.015 5.163 -1.194
H -0.777 6.861 -2.852
H -2.697 8.345 -2.307
H -3.971 8.029 -0.162
H -0.315 3.359 2.297
H -0.225 3.299 -0.834
H 1.740 2.187 1.276
H 3.529 4.181 0.563
H 5.018 5.009 -1.274
H 4.850 3.989 -3.552
H 3.174 2.183 -3.993
H 1.669 1.429 -2.158
C -0.487 -3.595 -3.227
C 0.056 -2.318 -3.857
C 1.586 -2.399 -3.886
C -0.473 -2.299 -5.300
C -0.405 -0.999 -3.183
C 0.031 0.195 -3.763
C -0.492 1.420 -3.358
C -1.553 1.467 -2.460
C -2.090 0.291 -1.924
C -3.509 0.345 -1.282
C -3.455 0.196 0.235
C -4.429 -0.704 -1.923
C -4.164 1.714 -1.536
C -1.287 -0.889 -2.078
N -1.098 -1.792 -0.980
C 0.080 -1.842 -0.240
C 1.226 -1.105 -0.472
C 2.514 -1.519 0.036
C 2.860 -2.894 0.083
C 3.937 -3.321 0.847
C 4.760 -2.381 1.486
C 4.527 -1.016 1.291
C 3.441 -0.578 0.537
N -0.192 -2.598 0.882
C 0.629 -2.815 2.034
C 1.062 -1.715 2.823
C 0.372 -0.308 2.925
C 1.389 0.737 3.398
C -0.795 -0.426 3.912
C -0.236 0.279 1.673
C 2.071 -1.971 3.767
C 2.277 -3.261 4.241
C 1.571 -4.304 3.661
C 0.883 -4.145 2.448
C 0.496 -5.509 1.779
C 1.702 -6.470 1.835
C 0.099 -5.515 0.305
C -0.627 -6.127 2.623
C -1.513 -3.015 0.819
C -2.040 -2.583 -0.335
H -1.581 -3.585 -3.168
H -0.198 -4.443 -3.868
H -0.065 -3.786 -2.237
H 2.031 -1.532 -4.387
H 1.995 -2.456 -2.869
H 1.896 -3.298 -4.440
H -0.118 -1.426 -5.858
H -0.153 -3.202 -5.835
H -1.571 -2.278 -5.299
H 0.780 0.169 -4.555
H -0.083 2.348 -3.759
H -1.967 2.447 -2.208
H -2.751 0.927 0.655
H -4.450 0.378 0.671
H -3.144 -0.802 0.550
H -4.477 -0.537 -3.008
H -4.081 -1.727 -1.759
H -5.449 -0.615 -1.518
H -4.214 1.940 -2.608
H -5.191 1.723 -1.145
H -3.621 2.516 -1.019
H 1.157 -0.263 -1.150
H 2.256 -3.597 -0.493
H 4.147 -4.386 0.953
H 5.593 -2.719 2.109
H 5.201 -0.284 1.738
H 3.268 0.482 0.335
H 2.268 0.720 2.739
H 0.962 1.751 3.367
H 1.717 0.568 4.430
H -1.525 -1.151 3.526
H -0.445 -0.762 4.896
H -1.304 0.543 4.029
H -0.974 -0.352 1.182
H -0.731 1.227 1.933
H 0.523 0.533 0.931
H 2.667 -1.172 4.208
H 2.962 -3.448 5.073
H 1.616 -5.287 4.134
H 2.030 -6.698 2.854
H 1.428 -7.424 1.365
H 2.549 -6.052 1.278
H -0.956 -5.287 0.129
H 0.740 -4.863 -0.296
H 0.262 -6.531 -0.091
H -1.528 -5.502 2.604
H -0.891 -7.124 2.243
H -0.312 -6.231 3.669
H -1.933 -3.654 1.574
H -2.987 -2.851 -0.769
*
```

(6)
ORCA calculation (ωB97M-V/def2-TZVPD) on a molecular structure, C21H44BaN9O2 at a distorted geometry.

Summary:
LUMO   -2.9 eV
ΔE to the lowest compared entry with this formula, charge and spin   0.427 eV
Gap between HOMO and LUMO   0.21796 Eh

```
! wB97M-V def2-TZVPD RIJCOSX def2/J DEFGRID3
* xyz 1 1
Ba -0.258 -0.263 -0.261
C 0.226 -1.800 3.643
C 1.499 -1.203 3.056
N 1.300 -0.096 2.114
C 1.224 1.232 2.722
C -0.185 1.802 2.760
N -0.674 2.140 1.410
C -1.957 2.859 1.465
C -3.178 1.988 1.739
C -3.751 1.219 0.553
N -3.123 -0.083 0.254
C -3.576 -1.183 1.128
C -2.601 -1.581 2.229
N -1.352 -2.129 1.687
C -0.528 -2.765 2.737
H -0.432 -1.005 4.006
H 0.506 -2.366 4.536
H 2.039 -1.986 2.514
H 2.161 -0.885 3.872
H 2.076 -0.096 1.457
H 1.856 1.913 2.145
H 1.624 1.219 3.743
H -0.210 2.689 3.407
H -0.860 1.065 3.201
H 0.011 2.773 1.002
H -2.089 3.369 0.506
H -1.911 3.647 2.228
H -3.967 2.658 2.089
H -2.993 1.315 2.579
H -3.651 1.831 -0.348
H -4.826 1.073 0.714
H -3.391 -0.315 -0.696
H -3.754 -2.062 0.503
H -4.539 -0.930 1.587
H -3.110 -2.323 2.860
H -2.365 -0.728 2.867
H -1.607 -2.868 1.035
H 0.189 -3.417 2.231
H -1.164 -3.414 3.353
C 2.832 1.172 -0.668
C 3.280 -0.073 -0.164
C 2.790 -1.087 -1.018
C 2.125 -0.469 -2.096
C 2.140 0.931 -1.870
C 1.758 2.004 -2.843
C 1.693 -1.163 -3.355
C 3.078 -2.556 -0.907
C 4.259 -0.260 0.960
C 3.238 2.523 -0.162
H 2.624 2.527 -3.263
H 1.146 2.808 -2.406
H 1.230 1.604 -3.717
H 2.525 -1.355 -4.042
H 0.966 -0.581 -3.930
H 1.241 -2.144 -3.170
H 3.984 -2.860 -1.440
H 2.268 -3.169 -1.313
H 3.217 -2.877 0.129
H 5.294 -0.131 0.629
H 4.204 -1.261 1.397
H 4.118 0.449 1.783
H 4.058 2.964 -0.737
H 3.585 2.491 0.873
H 2.425 3.260 -0.198
N -1.517 1.725 -2.822
N -1.959 0.970 -3.920
C -1.901 -0.379 -3.891
N -2.235 -1.044 -4.987
N -1.486 -0.876 -2.719
N -1.408 -2.243 -2.570
O -1.763 -3.052 -3.399
O -0.925 -2.551 -1.479
H -2.171 2.485 -2.680
H -0.591 2.095 -3.019
H -2.051 1.432 -4.813
H -2.522 -0.553 -5.817
H -2.208 -2.051 -4.985
*
```

(7)
ORCA calculation (ωB97M-V/def2-TZVPD) on 2 unconnected molecules or ions with the total composition C8H8N2O4S at a distorted geometry.

Summary:
LUMO   -1.1 eV
ΔE to the lowest compared entry with this formula, charge and spin   8.180 eV
Gap between HOMO and LUMO   0.28450 Eh

```
! wB97M-V def2-TZVPD RIJCOSX def2/J DEFGRID3
* xyz 0 1
C -3.451 -1.168 0.029
C -2.777 -0.013 0.403
C -2.713 -2.176 -0.599
C -1.390 0.127 0.258
C -1.406 -1.989 -0.854
C -0.748 -0.825 -0.452
C 1.768 2.323 -0.546
C 1.893 0.380 0.115
N 1.584 0.294 1.553
N 3.360 0.164 -0.112
O 1.964 1.163 2.257
O 0.961 -0.703 1.905
O 3.597 -0.280 -1.252
O 4.152 0.405 0.754
S 0.944 -0.743 -0.935
H -4.541 -1.309 0.209
H -3.448 0.772 0.975
H -3.176 -2.922 -1.096
H -0.906 0.803 0.909
H -0.929 -2.548 -1.654
H 0.712 2.782 -0.465
H 2.224 2.468 -1.529
H 2.328 2.994 0.126
*
```

(8)
ORCA calculation (ωB97M-V/def2-TZVPD) on 2 unconnected molecules or ions with the total composition H2N2O2 at a distorted geometry.

Summary:
LUMO   1.1 eV
SMILES string   N#N.OO
ΔE to the lowest compared entry with this formula, charge and spin   0.424 eV
Gap between HOMO and LUMO   0.40478 Eh

```
! wB97M-V def2-TZVPD RIJCOSX def2/J DEFGRID3
* xyz 0 1
N 2.337 0.156 -1.966
N 1.287 0.466 -2.070
O -1.426 -0.725 1.010
O -0.448 0.259 0.998
H 0.191 0.254 1.713
H -1.941 -0.411 0.315
*
```

(9)
ORCA calculation (ωB97M-V/def2-TZVPD) on 6 unconnected molecules or ions with the total composition C39H32N2O13P at a distorted geometry.

Summary:
LUMO   -4.9 eV
Gap between HOMO and LUMO   0.24777 Eh

```
! wB97M-V def2-TZVPD RIJCOSX def2/J DEFGRID3
* xyz 1 1
C 0.557 -3.459 1.413
C 0.762 -2.814 0.079
N 1.771 -2.068 -0.097
C -0.233 -3.084 -1.033
C -1.526 -2.364 -0.827
C -1.530 -1.069 -0.329
N -2.669 -0.388 -0.174
C -3.866 -0.900 -0.494
P -5.316 0.182 -0.233
O -5.049 1.149 0.842
C -3.939 -2.191 -0.981
C -2.765 -2.926 -1.151
C -2.875 -4.331 -1.660
O -2.609 -5.233 -0.955
O -3.193 -4.485 -2.962
H -0.010 -4.379 1.348
H 0.129 -2.771 2.136
H 1.542 -3.732 1.771
H 1.793 -1.714 -1.054
H -0.375 -4.151 -1.146
H 0.215 -2.735 -1.964
H -0.616 -0.565 -0.058
H -2.671 0.576 0.177
H -5.502 0.810 -1.479
H -6.426 -0.658 -0.041
H -4.894 -2.622 -1.230
H -4.088 -4.173 -3.155
C -2.351 -5.612 4.071
C -2.858 -5.179 5.222
C -1.979 -4.862 6.379
O -2.440 -4.466 7.425
C -0.516 -5.047 6.198
C -0.012 -5.480 5.045
C -0.890 -5.794 3.892
O -0.430 -6.181 2.837
H -2.972 -5.853 3.216
H -3.920 -5.040 5.376
H 0.105 -4.811 7.053
H 1.050 -5.624 4.893
C -1.118 2.765 -2.217
C 0.030 3.013 -2.841
C 1.253 3.398 -2.081
O 2.292 3.621 -2.655
C 1.139 3.495 -0.599
C -0.017 3.245 0.016
C -1.223 2.859 -0.743
O -2.280 2.621 -0.173
H -2.021 2.490 -2.749
H 0.132 2.951 -3.917
H 2.034 3.780 -0.066
H -0.126 3.312 1.091
C 5.581 -3.523 -3.034
C 4.810 -2.469 -2.777
C 3.474 -2.327 -3.400
O 2.770 -1.362 -3.161
C 3.023 -3.397 -4.321
C 3.791 -4.452 -4.580
C 5.132 -4.600 -3.955
O 5.828 -5.561 -4.188
H 6.560 -3.650 -2.591
H 5.116 -1.675 -2.109
H 2.045 -3.267 -4.767
H 3.484 -5.245 -5.250
C 5.192 4.825 -2.571
C 6.351 5.082 -3.173
C 7.558 5.467 -2.399
O 8.612 5.701 -2.949
C 7.424 5.555 -0.923
C 6.268 5.299 -0.319
C 5.062 4.914 -1.093
O 4.010 4.683 -0.530
H 4.307 4.545 -3.117
H 6.472 5.024 -4.247
H 8.316 5.837 -0.377
H 6.148 5.360 0.756
C -5.817 6.201 3.408
C -4.588 6.687 3.561
C -3.410 6.002 2.971
O -2.288 6.441 3.108
C -3.658 4.756 2.204
C -4.885 4.268 2.051
C -6.063 4.953 2.640
O -7.182 4.511 2.497
H -6.690 6.684 3.830
H -4.386 7.595 4.116
H -2.788 4.271 1.780
H -5.078 3.360 1.495
*
```

Number 1: E -100776.0764 eV, molecular weight 1048.6 g mol⁻¹. Number 2: E -14008.4857 eV, molecular weight 72.1 g mol⁻¹. Number 3: E -9271.6771 eV, molecular weight 98.1 g mol⁻¹. Number 4: E -12394.7553 eV, molecular weight 122.1 g mol⁻¹. Number 5: E -67688.5236 eV, molecular weight 812.2 g mol⁻¹. Number 6: E -40684.7669 eV, molecular weight 592.0 g mol⁻¹. Number 7: E -30421.9690 eV, molecular weight 228.2 g mol⁻¹. Number 8: E -7105.1551 eV, molecular weight 62.0 g mol⁻¹. Number 9: E -79835.9631 eV, molecular weight 767.7 g mol⁻¹.